No. 1
{
  "formula": "C42H50N4O2P2SbSe4Y",
  "method": "the ωB97M-V functional and the def2-TZVPD basis",
  "gap_ev": 5.44,
  "lumo_ev": 3.6,
  "mol_weight_g_mol": 1231.342,
  "e_above_lowest_kcal_mol": 50.8,
  "homo_ev": -1.853,
  "energy_ev": -341972.4380,
  "charge": -2,
  "elements": ["Sb", "Y", "Se", "Se", "Se", "Se", "P", "P", "O", "O", "N", "N", "N", "N", "C", "C", "C", "C", "C", "C", "C", "C", "C", "C", "C", "C", "C", "C", "C", "C", "C", "C", "C", "C", "C", "C", "C", "C", "C", "C", "C", "C", "C", "C", "C", "C", "C", "C", "C", "C", "C", "C", "C", "C", "C", "C", "H", "H", "H", "H", "H", "H", "H", "H", "H", "H", "H", "H", "H", "H", "H", "H", "H", "H", "H", "H", "H", "H", "H", "H", "H", "H", "H", "H", "H", "H", "H", "H", "H", "H", "H", "H", "H", "H", "H", "H", "H", "H", "H", "H", "H", "H", "H", "H", "H", "H"],
  "positions_angstrom": [[-3.593, -0.871, 0.040], [-1.108, 0.579, 0.628], [-5.383, -1.305, -1.541], [-3.592, -3.215, 1.504], [-2.442, 1.528, -1.375], [-4.593, -1.252, 2.438], [1.540, 1.950, -2.396], [1.863, -2.684, -2.066], [-1.886, 2.593, 7.853], [-1.457, 0.390, 8.160], [-0.540, -1.394, 2.113], [1.201, 0.194, -0.082], [-1.414, 0.889, 3.188], [-1.516, 2.944, 1.476], [0.267, 4.248, -3.218], [4.417, 1.779, -1.837], [2.438, -1.941, -0.464], [-1.711, 5.276, 0.964], [1.683, -5.447, -2.285], [-1.721, 3.230, 2.768], [1.751, 4.232, 1.107], [1.530, 3.246, 2.057], [-1.394, -0.032, 5.394], [1.435, 1.536, 0.312], [0.654, -1.642, -2.987], [2.761, 4.409, -3.617], [-0.724, -1.328, -2.446], [-1.958, 4.530, 3.207], [2.231, -0.703, 0.212], [5.341, -3.523, 1.514], [-0.951, -1.456, 3.386], [1.772, 3.858, -0.235], [4.164, -1.284, 1.643], [-0.003, -3.723, 2.199], [-1.668, 1.419, 7.493], [-0.469, -3.792, 3.498], [1.033, -4.293, -1.514], [-0.487, -4.453, -1.566], [4.297, -2.540, 1.060], [-1.653, 2.094, 3.722], [1.917, 5.673, 1.506], [3.189, -0.410, 1.221], [-1.770, 2.284, 5.090], [-0.095, -2.511, 1.540], [-1.303, -0.158, 4.017], [3.233, 1.172, -2.583], [1.357, 1.930, 1.656], [-1.626, 1.212, 5.953], [-1.502, 3.957, 0.602], [0.538, -2.232, -4.399], [-0.963, -2.647, 4.096], [3.535, 0.962, -4.067], [-1.959, 5.566, 2.293], [3.451, -2.800, 0.002], [1.622, 2.544, -0.660], [1.561, 3.470, -3.486], [2.874, 5.066, -2.755], [-0.062, -1.569, -5.027], [-1.693, 6.044, 0.203], [0.032, -3.203, -4.377], [2.687, 0.507, -4.585], [3.064, 0.184, -2.146], [-1.941, 3.247, 5.545], [-2.143, 4.726, 4.251], [3.698, 3.871, -3.747], [-2.151, 6.580, 2.621], [6.338, -3.073, 1.521], [4.708, 2.754, -2.232], [0.081, 4.968, -4.021], [-0.761, -5.421, -1.135], [0.321, 4.806, -2.278], [3.768, 1.906, -4.569], [2.303, 6.269, 0.677], [2.626, 5.054, -4.492], [5.371, -4.393, 0.856], [-0.469, -4.731, 4.037], [-0.592, 3.577, -3.140], [0.215, -2.423, 0.509], [1.516, -2.372, -4.864], [4.839, -0.978, 2.437], [3.612, -3.725, -0.549], [-1.253, -0.865, 6.067], [-1.392, -2.186, -2.434], [4.196, 1.899, -0.776], [1.311, -6.410, -1.921], [-1.357, 3.668, -0.431], [-1.361, -2.672, 5.099], [5.140, -3.880, 2.528], [0.961, 6.104, 1.814], [1.469, 3.503, 3.109], [1.179, 1.162, 2.405], [1.352, -4.375, -0.470], [5.283, 1.114, -1.920], [0.386, -4.590, 1.683], [2.607, 5.771, 2.346], [2.770, -5.432, -2.189], [1.906, 4.642, -0.966], [-0.661, -0.902, -1.449], [4.395, 0.298, -4.190], [-1.196, -0.543, -3.038], [-1.035, -3.690, -1.018], [1.430, 2.994, -4.466], [1.190, -0.691, -3.064], [3.156, 0.550, 1.711], [1.449, -5.380, -3.351], [-0.850, -4.448, -2.596]]
}

=====

No. 2
{
  "formula": "C5H14O2",
  "method": "the ωB97M-V functional and the def2-TZVPD basis",
  "gap_ev": 10.40,
  "lumo_ev": 0.5,
  "mol_weight_g_mol": 106.165,
  "smiles": "C=CCCC.O.O",
  "e_above_lowest_kcal_mol": 19.2,
  "homo_ev": -9.853,
  "energy_ev": -9506.1690,
  "elements": ["O", "O", "C", "C", "C", "C", "C", "H", "H", "H", "H", "H", "H", "H", "H", "H", "H", "H", "H", "H", "H"],
  "positions_angstrom": [[1.398, 3.094, -3.131], [-0.270, 2.840, -0.089], [-2.428, -2.755, 0.545], [0.590, -0.962, 1.442], [1.835, -0.276, 0.875], [-1.141, -2.497, 0.401], [-0.524, -1.124, 0.409], [-2.859, -3.738, 0.443], [1.410, 3.756, -2.434], [2.175, -0.677, -0.077], [-1.044, 2.633, 0.451], [0.506, 2.479, 0.378], [-0.457, -3.324, 0.232], [1.669, 0.777, 0.596], [0.281, -0.389, 2.313], [2.742, -0.335, 1.474], [0.924, -1.954, 1.755], [-1.352, -0.427, 0.584], [-0.193, -0.899, -0.606], [0.675, 2.497, -2.895], [-3.140, -1.969, 0.729]]
}

=====

No. 3
{
  "formula": "CH2N2S2",
  "method": "the ωB97M-V functional and the def2-TZVPD basis",
  "gap_ev": [6.95, 6.95],
  "lumo_ev": [-2.4, -2.4],
  "mol_weight_g_mol": 106.175,
  "smiles": "S=[NH+][S-].C#N",
  "e_above_lowest_kcal_mol": 49.8,
  "homo_ev": [-9.347, -9.346],
  "energy_ev": -25717.0506,
  "elements": ["S", "S", "N", "N", "C", "H", "H"],
  "positions_angstrom": [[-1.474, 0.947, 1.695], [-3.225, 1.364, -0.650], [1.881, -0.656, -1.492], [-2.986, 1.185, 0.957], [1.472, -0.570, -0.430], [1.245, -0.743, 0.599], [-3.847, 1.452, 1.521]]
}

=====

No. 4
{
  "formula": "C39H72N9O3Si",
  "method": "the ωB97M-V functional and the def2-TZVPD basis",
  "gap_ev": 6.86,
  "lumo_ev": 1.9,
  "mol_weight_g_mol": 743.151,
  "homo_ev": -4.984,
  "energy_ev": -69045.3296,
  "charge": -1,
  "elements": ["Si", "O", "O", "O", "N", "N", "N", "N", "N", "N", "N", "N", "N", "C", "C", "C", "C", "C", "C", "C", "C", "C", "C", "C", "C", "C", "C", "C", "C", "C", "C", "C", "C", "C", "C", "C", "C", "C", "C", "C", "C", "C", "C", "C", "C", "C", "C", "C", "C", "C", "C", "C", "H", "H", "H", "H", "H", "H", "H", "H", "H", "H", "H", "H", "H", "H", "H", "H", "H", "H", "H", "H", "H", "H", "H", "H", "H", "H", "H", "H", "H", "H", "H", "H", "H", "H", "H", "H", "H", "H", "H", "H", "H", "H", "H", "H", "H", "H", "H", "H", "H", "H", "H", "H", "H", "H", "H", "H", "H", "H", "H", "H", "H", "H", "H", "H", "H", "H", "H", "H", "H", "H", "H", "H"],
  "positions_angstrom": [[3.583, -0.873, -1.914], [-1.873, -0.257, -0.618], [2.427, -0.741, -3.104], [-0.457, -1.947, -0.195], [4.879, 7.382, 0.271], [-1.628, 5.011, 1.032], [-0.394, -6.757, -0.531], [-4.668, 2.886, 4.896], [1.781, 2.040, 2.223], [-2.636, -5.174, -4.258], [-1.130, -3.069, -2.651], [-0.243, -2.175, 4.701], [3.782, -6.528, -5.978], [-5.848, 3.102, 2.575], [1.336, -7.451, -5.905], [1.787, -0.092, 6.603], [-4.221, -2.610, -6.388], [-0.505, 0.774, 2.343], [-5.320, 4.341, 1.842], [3.413, 7.476, 3.675], [1.629, 4.205, -0.574], [-1.633, 2.754, 3.485], [0.782, 1.472, 2.276], [4.271, 9.218, 2.028], [-5.587, 5.636, 2.600], [5.042, 0.261, -2.308], [0.601, 6.270, 0.512], [-0.669, -5.829, 0.093], [4.366, 8.644, 3.446], [1.275, 5.680, -0.732], [1.303, -1.632, -2.975], [0.859, -6.476, -3.594], [2.859, -0.288, -0.269], [-0.529, -5.004, 2.413], [0.421, -6.565, -5.047], [0.542, 0.738, 6.895], [-1.184, -1.244, -0.951], [-1.176, -1.601, -2.439], [-0.653, 5.581, 0.823], [1.813, -0.628, 5.168], [-5.202, 2.951, 3.882], [-1.192, -6.238, 3.017], [2.710, -6.939, -5.951], [-3.858, -3.851, -7.194], [-3.290, -5.196, -5.202], [0.004, -0.853, -3.124], [4.214, -2.627, -1.702], [4.609, 8.205, 1.024], [-4.099, -5.154, -6.423], [0.666, -1.502, 4.905], [-1.664, 1.771, 2.321], [-0.978, -4.698, 0.979], [0.380, 7.329, 0.363], [-2.809, -3.798, -7.492], [-2.053, -4.512, 0.946], [3.645, 6.639, 3.016], [1.845, -0.927, 7.304], [1.261, 6.182, 1.377], [-1.898, -3.298, -3.271], [0.378, -5.562, -5.477], [-2.598, 1.207, 2.337], [-0.480, -3.783, 0.632], [3.487, 7.116, 4.701], [-3.841, -6.018, -7.036], [-3.607, -2.523, -5.491], [0.616, 5.809, -1.594], [-5.795, 4.387, 0.860], [-0.755, -4.132, 3.026], [2.723, -1.198, 4.980], [5.391, 8.323, 3.637], [0.571, 1.131, 7.912], [-1.371, -3.503, -1.765], [-5.078, 5.642, 3.565], [-0.729, 3.367, 3.456], [-0.366, 0.141, 6.798], [3.259, 9.574, 1.829], [3.400, -3.279, -1.392], [4.704, -3.006, -2.600], [0.556, -5.130, 2.428], [3.673, -0.064, 0.423], [-2.280, -6.135, 3.019], [-0.867, -6.384, 4.049], [-2.098, -1.210, -2.876], [5.983, -0.234, -2.059], [1.364, -8.467, -5.506], [-4.450, -3.879, -8.112], [-5.645, 2.204, 1.991], [0.739, 3.592, -0.429], [2.678, 0.519, 6.757], [1.786, 0.198, 4.453], [-4.064, -1.708, -6.980], [4.964, -2.607, -0.906], [4.961, 1.161, -1.696], [2.181, 6.256, -0.930], [4.951, 10.062, 1.905], [-0.937, -7.141, 2.459], [-6.656, 5.778, 2.778], [4.143, 9.443, 4.156], [-0.259, -0.651, -4.164], [-0.523, 0.184, 3.260], [-4.247, 4.232, 1.673], [2.200, -1.056, 0.139], [2.137, 3.839, -1.466], [-1.671, 2.235, 4.447], [-5.150, -5.244, -6.142], [0.966, -7.505, -6.930], [0.465, 1.584, 6.209], [-2.483, 3.430, 3.439], [-0.588, -6.974, -5.093], [-5.223, 6.492, 2.032], [0.150, 0.083, -2.583], [2.259, 0.604, -0.457], [-5.269, -2.633, -6.081], [-1.642, 2.321, 1.380], [0.900, -7.463, -3.130], [2.288, 4.043, 0.279], [-0.584, 0.086, 1.492], [1.401, -2.435, -3.707], [-6.927, 3.167, 2.728], [1.262, -2.108, -1.989], [1.845, -6.019, -3.513], [0.165, -5.866, -3.024], [5.099, 0.542, -3.361], [2.377, 7.773, 3.497]]
}

=====

No. 5
{
  "formula": "C29H31BaGeN5O7S",
  "method": "the ωB97M-V functional and the def2-TZVPD basis",
  "gap_ev": 6.28,
  "lumo_ev": 4.1,
  "mol_weight_g_mol": 803.600,
  "e_above_lowest_kcal_mol": 44.7,
  "homo_ev": -2.135,
  "energy_ev": -120407.3014,
  "charge": -2,
  "elements": ["Ba", "Ge", "S", "O", "O", "O", "O", "O", "O", "O", "N", "N", "N", "N", "N", "C", "C", "C", "C", "C", "C", "C", "C", "C", "C", "C", "C", "C", "C", "C", "C", "C", "C", "C", "C", "C", "C", "C", "C", "C", "C", "C", "C", "C", "H", "H", "H", "H", "H", "H", "H", "H", "H", "H", "H", "H", "H", "H", "H", "H", "H", "H", "H", "H", "H", "H", "H", "H", "H", "H", "H", "H", "H", "H", "H"],
  "positions_angstrom": [[0.707, 0.288, -0.628], [-0.065, 0.201, -4.065], [2.200, 3.365, -0.172], [3.332, 4.103, 0.327], [2.455, 2.387, -1.225], [0.428, -0.276, 4.205], [-3.254, -0.303, 1.755], [1.351, -2.096, -0.408], [1.453, -4.505, -0.306], [-1.801, 0.201, 0.111], [-0.547, -2.064, 1.745], [-0.024, 2.112, 2.608], [-1.604, 7.280, -2.561], [0.657, 4.361, 2.179], [1.395, 2.524, 0.894], [0.779, -3.209, -0.030], [-0.186, 4.762, 3.122], [1.782, 3.585, -5.969], [-2.355, -0.576, 0.949], [-2.860, -0.549, -4.762], [-1.778, -2.008, 0.947], [-1.001, 3.902, 3.829], [-3.238, 1.202, -6.858], [0.253, -3.234, 1.398], [0.235, -4.187, -0.989], [-0.690, 6.365, -2.017], [-0.855, 2.550, 3.533], [0.268, -1.674, 4.076], [1.154, 5.881, -0.540], [-0.763, 5.014, -2.352], [1.082, 4.543, -0.888], [-2.022, 1.162, -6.185], [1.910, 0.843, -6.285], [2.623, 3.051, -6.937], [-1.794, 0.282, -5.122], [0.123, 4.112, -1.792], [1.049, 1.350, -5.309], [1.020, 2.741, -5.172], [-0.880, -2.081, 3.166], [-4.075, -0.526, -5.433], [0.680, 3.044, 1.917], [2.685, 1.672, -7.089], [0.274, 6.789, -1.104], [-4.273, 0.354, -6.489], [0.064, -2.047, 5.084], [-2.742, -1.230, -3.924], [-2.024, 6.969, -3.423], [-1.508, 4.669, -3.060], [-1.226, -3.093, 3.459], [-0.618, -4.820, -0.739], [-1.717, -1.399, 3.329], [3.341, 1.241, -7.837], [-3.377, 1.898, -7.680], [1.731, 4.659, -5.822], [1.203, -2.138, 3.743], [1.127, -3.267, 2.051], [-1.420, 1.786, 4.057], [-0.324, -4.162, 1.567], [0.326, 7.838, -0.831], [-1.241, 8.216, -2.647], [0.350, -3.961, -2.047], [0.381, 3.183, -4.413], [-1.695, 4.251, 4.579], [0.085, 3.070, -2.091], [-5.223, 0.382, -7.012], [-0.208, 5.832, 3.316], [-2.519, -2.728, 1.333], [0.397, 0.153, 3.333], [-4.875, -1.190, -5.124], [3.231, 3.700, -7.557], [1.971, -0.232, -6.424], [1.902, 6.193, 0.176], [0.418, -1.182, -4.681], [-1.226, 1.825, -6.504], [-1.534, -2.279, -0.080]]
}